This record from the OMol25 dataset describes a 5-piece molecular cluster, C34H34Br2F18N3O13S overall. The level of theory is ωB97M-V/def2-TZVPD.

```
105
Properties=species:S:1:pos:R:3:forces:R:3:lowdin_charge:R:1
C 5.85381 7.48212 1.76264 -0.5 0.0 -0.4 0.04
C 7.01974 6.98260 0.98439 -0.6 0.3 0.0 -0.47
O 8.07666 6.80728 1.45667 1.5 -0.4 0.5 0.20
O 6.85336 6.69536 -0.39411 -0.5 0.2 0.3 0.13
C 6.77905 5.39812 -0.73084 0.1 0.1 0.7 -0.47
O 7.23902 4.99198 -1.73784 0.3 -0.4 -1.4 0.19
C 6.02511 4.50075 0.23421 -0.6 0.5 0.0 -0.03
C 5.71878 3.19572 -0.41162 -0.2 -0.6 0.1 -0.03
C 6.80836 2.29571 -0.68903 0.2 0.4 0.2 -0.10
C 8.21958 2.64934 -0.35650 0.0 -0.3 -0.1 -0.25
C 9.20636 2.44444 -1.31080 0.2 0.1 0.4 0.00
C 10.51304 2.75639 -0.95746 -0.3 -0.1 0.2 -0.02
C 10.76125 3.24783 0.31787 -0.3 -0.2 -0.6 -0.02
C 9.68891 3.41704 1.18500 0.2 0.0 0.1 -0.09
N 8.42830 3.11620 0.87557 0.3 0.0 -0.3 0.12
N 6.63500 1.13431 -1.25643 -0.1 -0.1 0.0 0.21
N 5.38953 0.78800 -1.53786 -0.1 0.0 -0.1 0.13
C 4.28519 1.48470 -1.34355 -0.3 0.8 0.1 -0.12
C 2.99847 0.83370 -1.72242 0.2 -0.3 -0.2 -0.10
C 2.27767 0.30716 -0.47750 0.3 -0.2 -0.3 -0.19
C 0.99245 -0.42651 -0.87348 0.3 -0.6 0.9 -0.82
F 0.61982 -0.10680 -2.13227 -0.3 0.3 -0.2 0.02
Br 1.27766 -2.35797 -0.81122 0.0 0.1 -0.2 0.85
C -0.16389 -0.08177 0.09050 -0.1 0.0 0.0 -0.96
F -1.26452 -0.75629 -0.24365 -0.1 0.1 -0.1 0.04
F -0.42253 1.22748 -0.04225 0.0 0.1 0.0 0.08
Br 0.26664 -0.46572 1.93873 0.0 0.1 -0.1 0.87
C 4.44728 2.77083 -0.76981 0.6 0.0 -0.3 -0.07
S 3.01549 3.82720 -0.49920 -1.4 0.2 1.2 0.81
O 2.98120 4.17243 0.88801 0.7 0.1 -0.1 -0.23
O 1.82477 3.26648 -1.04818 0.4 -0.3 -0.6 -0.24
C 3.29949 5.40690 -1.48371 0.0 -0.3 -0.4 -0.67
F 2.21986 5.61989 -2.19566 -0.1 0.1 0.0 0.20
F 4.34268 5.24373 -2.29038 0.2 0.1 0.0 0.17
F 3.50250 6.40474 -0.65437 0.2 0.2 0.1 0.18
H 5.00907 7.78015 1.15626 0.0 0.2 -0.2 0.09
H 6.18500 8.28687 2.40452 0.0 0.2 0.1 0.10
H 5.51908 6.67324 2.40848 0.0 -0.1 0.1 0.10
H 6.61124 4.33441 1.13266 0.3 -0.1 0.1 0.14
H 5.13688 5.02753 0.55673 -0.3 0.0 0.0 0.10
H 8.96820 2.06188 -2.28840 -0.1 0.0 -0.1 0.12
H 11.31220 2.59647 -1.66252 0.1 0.1 -0.1 0.12
H 11.77462 3.48604 0.59229 0.0 0.1 0.3 0.11
H 9.87127 3.81376 2.17248 -0.1 0.0 0.2 0.12
H 5.28614 -0.12954 -1.96016 0.2 -0.1 0.0 0.20
H 3.23663 0.00826 -2.39374 0.0 -0.2 0.0 0.14
H 2.37709 1.51108 -2.29092 -0.1 0.2 0.0 0.12
H 2.92790 -0.40361 0.02082 0.0 -0.1 0.2 0.10
H 2.08362 1.10349 0.22957 -0.3 0.2 0.0 0.10
C -4.38113 -2.58547 1.38838 0.0 -0.3 0.2 -0.06
C -3.60646 -3.03090 0.16832 -0.1 0.5 0.1 -0.19
O -3.33124 -4.44675 0.19591 0.1 -0.1 0.0 0.04
C -4.34426 -5.24491 -0.10692 0.0 0.3 0.0 -0.40
O -5.45060 -4.91764 -0.41283 -0.1 -0.1 0.0 0.18
C -3.87881 -6.71044 -0.04494 0.0 -0.2 0.1 -0.55
F -3.22467 -6.95920 1.09643 0.0 0.0 0.0 0.16
F -3.05002 -6.97050 -1.06551 0.0 0.0 0.0 0.17
F -4.91492 -7.53443 -0.12338 0.0 0.0 0.0 0.18
H -3.84853 -2.87499 2.29598 0.1 0.1 0.0 0.08
H -4.51341 -1.50518 1.38350 0.0 0.0 0.0 0.08
H -5.36479 -3.04874 1.42711 0.0 0.0 -0.1 0.08
H -2.63457 -2.55039 0.15318 0.1 -0.2 0.0 0.10
H -4.11999 -2.77333 -0.75631 -0.1 -0.2 0.0 0.11
C -5.26879 -5.75820 7.37395 0.1 0.3 0.1 -0.06
C -5.55772 -5.37715 5.93857 0.0 -0.5 0.1 -0.19
O -5.70257 -3.94872 5.78196 -0.1 0.1 0.0 0.04
C -4.58612 -3.24338 5.78196 0.0 -0.3 0.0 -0.41
O -3.46868 -3.65568 5.88205 0.1 0.1 0.0 0.17
C -4.91904 -1.75464 5.58277 0.0 0.3 0.1 -0.55
F -5.88379 -1.35087 6.41422 0.0 0.0 0.0 0.17
F -5.33511 -1.54658 4.32506 0.0 0.0 0.0 0.16
F -3.84584 -0.99768 5.79421 0.0 -0.1 0.0 0.17
H -6.04347 -5.36686 8.03392 -0.1 -0.1 0.0 0.09
H -5.23528 -6.84218 7.47279 0.0 0.0 0.0 0.09
H -4.31467 -5.35370 7.70767 0.0 -0.1 -0.1 0.08
H -6.50963 -5.79473 5.62019 -0.1 0.2 0.0 0.13
H -4.78954 -5.74194 5.25752 0.1 0.1 0.0 0.13
C -9.85914 0.85423 0.97256 0.0 -0.2 -0.2 -0.06
C -8.43489 1.35636 1.06382 -0.3 0.3 0.3 -0.19
O -7.49585 0.40627 0.51559 0.1 -0.1 0.0 0.03
C -7.42921 0.34546 -0.80414 -0.1 0.2 0.2 -0.40
O -8.04403 0.99874 -1.59144 0.0 0.0 -0.1 0.18
C -6.38057 -0.70286 -1.21193 0.1 -0.2 -0.1 -0.54
F -6.56155 -1.85073 -0.55319 0.0 0.1 -0.1 0.17
F -5.14107 -0.25236 -0.93069 0.0 0.0 0.0 0.15
F -6.43338 -0.95097 -2.51438 0.0 0.0 0.0 0.18
H -9.95135 -0.11643 1.46058 0.0 0.1 0.1 0.09
H -10.53500 1.55818 1.45592 0.0 0.0 0.0 0.08
H -10.17213 0.73463 -0.06322 0.0 0.1 0.0 0.08
H -8.14170 1.47635 2.10403 0.1 -0.1 0.0 0.12
H -8.30994 2.31879 0.56880 0.0 -0.1 -0.2 0.13
C -2.52634 -2.24878 -4.49528 0.0 -0.2 -0.2 -0.05
C -1.08142 -1.79718 -4.49267 -0.4 0.3 0.3 -0.20
O -0.20015 -2.80208 -5.03158 0.1 -0.1 0.0 0.03
C -0.19401 -2.92798 -6.35149 -0.1 0.2 0.2 -0.40
O -0.82699 -2.28948 -7.13593 0.0 0.0 -0.1 0.18
C 0.81215 -4.01944 -6.75717 0.0 -0.2 -0.1 -0.55
F 0.63190 -5.13212 -6.03982 0.0 0.0 0.0 0.17
F 2.06485 -3.58287 -6.54118 0.0 0.0 0.0 0.16
F 0.68835 -4.31740 -8.04178 0.0 0.0 0.0 0.18
H -2.62877 -3.19321 -3.95928 0.0 0.1 0.1 0.09
H -3.15542 -1.49911 -4.01595 0.0 0.0 0.0 0.08
H -2.89149 -2.40485 -5.50865 0.0 0.1 0.0 0.08
H -0.74447 -1.63785 -3.47217 0.2 -0.1 0.0 0.09
H -0.94979 -0.86149 -5.03664 0.0 -0.1 -0.2 0.13
```
Forces are in eV/Å.

Values from the calculation:
Total energy in a.u.: -9801.9952
Lowest unoccupied orbital energy in eV: -5.27
Energy above the lowest of the compared OMol25 structures with the same formula, charge and spin in kcal per mole: 0.0
Frontier orbital gap in eV: 7.2
Charge: +1



This record from the OMol25 dataset describes a 2-piece molecular cluster, C34H34N overall. The level of theory is ωB97M-V/def2-TZVPD.

```
69
Properties=species:S:1:pos:R:3:forces:R:3:lowdin_charge:R:1
C -3.91958 -1.52286 1.43401 0.1 0.0 0.1 -0.20
C -2.79643 -1.87148 0.46481 -0.2 0.2 -0.2 -0.17
C -1.48851 -1.09685 0.67110 0.3 -0.5 -0.1 -0.17
N -1.57159 0.20844 1.29283 -0.6 0.2 0.2 -0.08
C -0.41994 0.94034 1.36467 1.1 0.0 -0.8 -0.30
C 0.71221 0.62026 0.66562 -0.6 0.3 0.7 0.05
C -0.41284 2.18478 2.21836 0.1 0.0 -0.1 -0.21
C -0.57100 3.43693 1.61320 0.0 0.0 0.2 -0.04
C -0.63076 4.59362 2.39561 0.1 -0.1 0.1 -0.09
C -0.47102 4.50778 3.78439 0.1 -0.1 -0.2 -0.08
C -0.22611 3.26534 4.38356 -0.1 0.1 -0.2 -0.09
C -0.20589 2.10594 3.60600 0.0 0.1 -0.3 -0.04
C -2.73545 0.63799 2.06168 -0.2 0.1 0.6 -0.16
C -4.04586 -0.02235 1.64050 0.3 0.2 -0.2 -0.18
H -4.86368 -1.90550 1.03713 0.1 -0.1 0.2 0.11
H -3.72476 -2.01127 2.39520 -0.1 0.0 0.0 0.12
H -2.56680 -2.94048 0.53840 0.0 0.2 -0.1 0.11
H -3.12700 -1.69001 -0.56544 -0.1 0.0 0.2 0.11
H -0.78477 -1.73293 1.23869 0.0 0.2 0.0 0.13
H -1.05056 -0.97733 -0.32829 0.1 0.1 0.2 0.11
H 1.51786 1.34882 0.66802 0.0 -0.3 0.0 0.03
H 0.79509 -0.29485 0.09055 0.1 0.3 0.0 0.03
H -0.64192 3.48548 0.52344 -0.1 0.0 0.4 0.13
H -0.79962 5.56185 1.91703 0.1 -0.3 0.2 0.11
H -0.51290 5.41083 4.39504 0.0 -0.3 -0.2 0.11
H -0.05541 3.20133 5.46054 -0.1 0.0 -0.3 0.10
H -0.00340 1.13201 4.06165 -0.2 0.3 -0.1 0.12
H -2.56888 0.47258 3.14275 -0.1 -0.1 -0.2 0.12
H -2.85197 1.72612 1.94125 0.1 -0.3 0.1 0.12
H -4.37579 0.46734 0.71710 -0.1 -0.2 0.0 0.12
H -4.78902 0.19325 2.41556 0.1 0.0 -0.2 0.12
C 8.52496 0.02081 -0.57626 -0.2 0.2 0.2 -0.04
C 8.33328 -0.36650 0.75805 -0.2 0.1 0.0 -0.05
C 7.31434 0.20423 1.51636 0.0 0.2 -0.3 -0.01
C 6.51462 1.24229 0.98430 0.4 -0.3 -0.2 -0.17
C 5.43430 1.82931 1.77358 -0.1 0.1 0.2 -0.04
C 4.83153 1.06968 2.81496 0.1 -0.2 -0.1 0.00
C 3.93390 1.53996 3.75240 0.5 0.1 0.0 0.05
C 3.31282 0.76944 4.79866 -0.3 -0.5 0.5 -0.19
C 2.45538 1.42458 5.72280 0.3 0.0 -0.3 -0.03
C 1.84100 0.72806 6.75556 0.1 -0.2 0.0 -0.06
C 2.08937 -0.64488 6.92091 0.2 0.5 -0.4 -0.04
C 2.95849 -1.30323 6.04053 0.1 0.1 -0.2 -0.05
C 3.55047 -0.61871 4.97896 -0.1 0.3 0.2 0.00
C 5.02080 3.19807 1.48696 -0.3 0.6 -0.4 -0.16
C 3.67940 3.62368 1.63159 0.1 0.1 0.2 -0.02
C 3.34382 4.97247 1.52503 0.2 0.0 -0.1 -0.04
C 4.31996 5.92466 1.20198 0.1 -0.4 0.1 -0.04
C 5.63733 5.51145 0.96192 -0.2 -0.2 0.0 -0.05
C 5.97439 4.16638 1.07097 0.0 -0.1 0.2 -0.02
C 6.78088 1.67689 -0.33967 -0.1 -0.2 0.1 -0.02
C 7.74018 1.04473 -1.12513 0.0 -0.1 0.3 -0.04
H 9.29250 -0.46138 -1.18537 -0.2 0.1 0.2 0.12
H 8.97846 -1.11342 1.21790 -0.2 0.1 -0.2 0.12
H 7.15008 -0.11290 2.54590 0.2 0.0 -0.3 0.12
H 5.14885 0.02796 2.91569 -0.2 0.4 -0.3 0.10
H 3.72310 2.60573 3.77542 -0.1 -0.1 0.0 0.12
H 2.30528 2.50381 5.61180 0.0 -0.4 0.0 0.11
H 1.17947 1.25564 7.44482 0.2 -0.2 -0.2 0.12
H 1.61952 -1.18711 7.74055 0.1 0.1 -0.2 0.12
H 3.18848 -2.35896 6.19223 -0.1 0.3 -0.1 0.12
H 4.23279 -1.13768 4.30321 -0.3 0.0 0.3 0.11
H 2.89881 2.88280 1.82658 0.2 0.3 -0.1 0.10
H 2.31378 5.28025 1.69829 0.2 -0.1 -0.1 0.10
H 4.05678 6.98057 1.12069 0.1 -0.3 0.1 0.12
H 6.41248 6.23349 0.70188 -0.3 -0.2 0.0 0.12
H 6.99826 3.85296 0.85737 -0.3 0.2 0.3 0.12
H 6.20694 2.50244 -0.75966 0.0 -0.4 0.0 0.12
H 7.86900 1.34713 -2.16437 0.0 -0.1 0.3 0.12
```
Forces are in eV/Å.

Values from the calculation:
Total energy in a.u.: -1370.4752
Lowest unoccupied orbital energy in eV: -5.26
Frontier orbital gap in eV: 4.3
Charge: +1



This record from the OMol25 dataset describes C34H34N5P2PdS as an isolated structure. The level of theory is ωB97M-V/def2-TZVPD.

```
77
Properties=species:S:1:pos:R:3:forces:R:3:lowdin_spin:R:1
Pd 11.59022 -0.45009 16.05743 1.5 -0.7 0.2 0.79
C 17.23867 2.62982 18.21063 0.1 -1.1 1.1 0.00
C 15.75341 2.37396 18.07812 -0.1 -0.6 -0.6 0.00
N 15.51090 1.13173 17.32483 -1.5 0.0 0.4 -0.04
C 14.24717 0.68421 17.22137 -0.1 0.4 0.4 0.04
S 13.90439 -0.65952 16.19560 0.6 -0.2 -0.3 0.48
N 13.29244 1.35908 17.89798 -0.3 -0.6 -0.6 0.18
N 12.07614 0.94696 17.50340 -2.2 1.6 0.7 0.06
C 10.96639 1.54785 17.96467 2.9 0.2 1.2 0.11
C 11.01661 2.38967 19.15762 1.3 0.6 0.9 0.02
C 9.73799 1.44289 17.27425 -1.0 -1.5 -3.1 0.02
C 8.45785 1.93064 17.56231 0.7 0.4 0.6 0.03
C 7.39972 1.67223 16.69338 1.1 -0.8 -0.4 0.02
C 7.68463 1.10941 15.44823 1.6 0.4 -0.3 0.04
C 9.05137 0.80936 15.07466 -2.6 0.8 2.0 0.02
N 9.96285 0.83660 16.03172 -0.8 0.8 -0.2 0.11
H 17.35643 3.70159 18.33205 0.5 -0.1 0.4 0.00
H 17.76808 2.31746 17.31703 0.0 0.2 -0.3 0.00
H 17.68244 1.97959 19.03987 -0.5 1.3 -0.9 0.00
H 15.23184 3.19434 17.57136 0.2 -0.1 -0.2 0.00
H 15.18865 2.25573 18.99583 0.4 0.1 0.5 0.00
H 16.19375 0.54903 16.88641 0.6 0.2 -0.1 0.00
H 12.00657 2.24796 19.64896 -0.7 0.5 -0.4 0.00
H 10.29314 2.01631 19.87354 -0.4 0.3 0.1 0.00
H 10.85398 3.45478 18.89472 0.0 -0.5 0.4 0.01
H 8.29342 2.59927 18.41199 0.1 -0.6 0.0 0.00
H 6.39768 1.85972 17.03821 -0.2 0.3 -0.3 0.00
H 6.91294 1.01559 14.71728 -0.4 -0.2 -0.4 0.00
H 9.35527 0.57528 14.06967 0.0 -0.4 -0.1 0.00
N 11.16830 -3.68001 16.46083 0.4 0.7 0.8 0.03
P 11.27679 -2.52004 15.22574 -1.7 -0.4 -0.2 0.05
C 12.38471 -3.12274 13.97773 1.9 0.0 -1.3 0.00
C 12.60290 -4.50315 13.86517 -0.2 0.6 0.3 0.00
C 13.59828 -5.03394 13.08676 1.4 0.4 -1.2 0.00
C 14.30733 -4.21868 12.21343 -0.9 1.0 0.3 0.00
C 14.02658 -2.83183 12.23241 2.2 0.2 -0.8 0.00
C 13.17080 -2.25253 13.12303 -1.9 -0.7 1.5 0.00
C 9.68519 -2.84310 14.36125 -0.2 0.7 1.2 0.00
C 8.56118 -2.85269 15.20380 0.4 0.4 0.9 0.00
C 7.40859 -3.48287 14.79922 0.2 0.1 -1.0 0.00
C 7.26768 -3.88492 13.46775 0.2 -0.9 -0.4 0.00
C 8.32651 -3.70492 12.56491 0.4 0.3 0.2 0.00
C 9.55440 -3.17335 13.03499 -1.2 -0.5 -0.2 0.00
P 11.22682 -3.50406 18.26862 0.1 0.7 -1.5 0.00
C 10.03875 -4.88468 18.59058 2.0 -0.6 0.5 0.00
C 10.43202 -6.23581 18.73203 -0.1 -0.4 -0.4 0.00
C 9.43856 -7.22871 18.88867 1.6 -0.2 -0.2 0.00
C 8.11805 -6.84747 18.89211 -0.8 -0.4 -0.3 0.00
C 7.73798 -5.52213 18.77503 -0.4 1.2 0.6 0.00
C 8.72174 -4.51887 18.72866 -1.7 0.4 0.2 0.00
C 12.97414 -4.01306 18.52212 0.2 -1.1 -0.2 0.00
C 13.74710 -4.81409 17.66360 0.3 -0.3 -0.1 0.00
C 15.03068 -5.23604 18.07309 -0.7 0.7 -0.9 0.00
C 15.63382 -4.63542 19.16146 1.0 -1.1 0.6 0.00
C 14.93821 -3.73850 19.91976 -0.3 1.5 1.1 0.00
C 13.60076 -3.53665 19.66775 -2.1 1.1 0.7 0.00
H 10.48401 -4.36915 16.25497 -0.5 -0.9 -0.4 0.00
H 11.99622 -5.23877 14.34139 -0.4 0.0 0.9 0.00
H 13.95132 -6.04906 13.17594 -0.6 -0.4 -0.1 0.00
H 14.99128 -4.65044 11.49810 0.3 0.2 0.2 0.00
H 14.69918 -2.13137 11.68270 -0.8 -0.8 0.0 0.00
H 13.02557 -1.15856 13.12596 0.2 -0.7 0.2 0.00
H 8.63191 -2.34104 16.19793 0.0 -1.0 -0.7 0.00
H 6.63099 -3.73712 15.47405 -0.7 0.3 0.6 0.00
H 6.34534 -4.45086 13.21047 0.8 0.6 -0.1 0.00
H 8.30075 -4.02567 11.51509 -0.4 0.2 0.5 0.00
H 10.39592 -3.00975 12.39508 0.3 -0.4 -0.5 0.00
H 11.50963 -6.51068 18.68730 -0.9 0.3 0.0 0.00
H 9.68307 -8.32116 18.95309 -0.1 1.3 0.1 0.00
H 7.39065 -7.64405 18.98051 -0.3 0.2 0.0 0.00
H 6.68188 -5.17166 18.83567 0.9 -0.7 0.0 0.00
H 8.38374 -3.45876 18.88853 0.6 -1.0 -0.6 0.00
H 13.38485 -5.09901 16.66435 0.0 0.0 0.7 0.00
H 15.58989 -5.92425 17.45382 0.0 -0.1 0.0 0.00
H 16.61358 -4.96850 19.54014 -0.3 0.4 -0.7 0.00
H 15.39793 -3.08274 20.67787 -0.1 -0.9 -0.1 0.00
H 12.90767 -2.96771 20.36329 1.4 -0.4 -0.7 0.00
```
Forces are in eV/Å.

Values from the calculation:
2S+1: 3
Total energy in a.u.: -2798.2831
Lowest unoccupied orbital energy (alpha / beta) in eV: -3.49 / -5.43
Energy above the lowest of the compared OMol25 structures with the same formula, charge and spin in kcal per mole: 17.9
Frontier orbital gap (alpha / beta) in eV: 5.8 / 5.1
Charge: +1